# C28H49BN7S3SbV

C28H49BN7S3SbV as an isolated structure (ωB97M-V/def2-TZVPD, the Open Molecules 2025 dataset).

As for the strongest force on any atom: 4.28 eV/A. The HOMO-LUMO gap (spin up / spin down) comes out at 5.554 / 5.439 eV. The value obtained for the energy is -105642.066 eV.

Structure (ORCA input):
```
! wB97M-V def2-TZVPD RIJCOSX def2/J DEFGRID3
* xyz 3 1
V -0.981 0.176 0.851
C 3.409 -2.161 3.392
C 3.891 -1.367 2.148
C 4.008 0.113 2.463
C 5.303 -1.970 1.714
N 2.973 -1.610 1.005
C 3.348 -2.162 -0.236
C 2.302 -2.047 -1.081
N 1.242 -1.313 -0.422
B 0.068 -0.735 -1.272
N 0.613 0.582 -1.988
C 1.385 0.599 -3.138
C 2.215 1.702 -3.110
N 1.838 2.532 -2.017
C 0.884 1.761 -1.303
S 0.007 2.409 -0.027
C 2.523 3.770 -1.476
C 3.248 3.313 -0.178
C 1.574 4.904 -1.263
C 3.607 4.373 -2.547
N -0.514 -1.947 -2.065
C -0.697 -2.076 -3.437
C -1.174 -3.284 -3.732
N -1.489 -3.960 -2.510
C -1.093 -3.122 -1.487
S -1.114 -3.409 0.202
C -2.254 -5.295 -2.470
C -3.678 -5.112 -3.024
C -2.299 -6.045 -1.095
C -1.493 -6.265 -3.428
C 1.689 -1.045 0.869
S 0.775 -0.557 2.196
H 4.170 -2.038 4.168
H 3.282 -3.269 3.159
H 2.424 -1.721 3.768
H 4.765 0.381 3.194
H 3.065 0.512 2.923
H 4.232 0.645 1.506
H 5.988 -1.765 2.547
H 5.555 -1.435 0.794
H 5.224 -3.100 1.611
H 4.252 -2.783 -0.392
H 2.267 -2.235 -2.160
H -1.050 -0.112 -0.866
H 1.295 -0.100 -3.947
H 3.063 1.869 -3.721
H 2.587 3.566 0.687
H 4.231 3.812 -0.089
H 3.319 2.220 -0.269
H 1.022 4.811 -0.332
H 0.825 4.931 -2.104
H 2.105 5.864 -1.218
H 4.329 3.546 -2.781
H 4.194 5.101 -1.985
H 3.236 4.813 -3.473
H -0.402 -1.293 -4.092
H -1.370 -3.700 -4.735
H -4.227 -4.294 -2.557
H -4.209 -6.118 -2.813
H -3.629 -5.006 -4.107
H -2.883 -5.364 -0.389
H -1.237 -6.187 -0.678
H -2.746 -7.044 -1.248
H -1.598 -6.108 -4.494
H -1.982 -7.255 -3.185
H -0.391 -6.305 -3.266
C -4.274 4.859 1.759
C -3.273 3.970 1.071
Sb -2.775 2.030 2.124
C -4.709 1.635 2.923
C -5.701 1.497 1.780
C -1.993 2.767 4.150
C -0.662 3.405 3.945
H -4.784 5.518 1.037
H -3.702 5.538 2.497
H -4.957 4.251 2.347
H -2.254 4.442 0.993
H -3.711 3.685 0.099
H -4.852 2.522 3.564
H -4.602 0.663 3.511
H -6.680 1.847 2.067
H -5.707 0.432 1.497
H -5.447 2.104 0.928
H -1.930 1.793 4.700
H -2.786 3.500 4.386
H 0.137 2.751 3.597
H -0.380 3.970 4.846
H -0.655 4.198 3.150
N -2.435 -1.222 1.403
C -1.693 -1.744 0.632
*
```

# C28H49BrCoIN3O2S2Si

C28H49BrCoIN3O2S2Si as an isolated structure (ωB97M-V/def2-TZVPD, the Open Molecules 2025 dataset).

As for the strongest force on any atom: 0.46 eV/A. The HOMO-LUMO gap (spin up / spin down) comes out at 7.713 / 8.198 eV. The energy above the lowest of the compared OMol25 structures with the same formula, charge and spin comes out at 6.5 kJ/mol. The value obtained for the energy is -183703.470 eV.

Structure (ORCA input):
```
! wB97M-V def2-TZVPD RIJCOSX def2/J DEFGRID3
* xyz 2 2
Co 1.029 0.094 0.611
C 1.883 2.838 -3.396
C 0.703 1.885 -3.481
S 0.815 0.369 -2.522
O 1.105 0.917 -1.101
C 2.360 -0.396 -3.061
C 3.653 0.218 -2.537
H 1.567 3.820 -3.744
H 2.706 2.513 -4.027
H 2.234 2.942 -2.370
H 0.498 1.549 -4.500
H -0.220 2.333 -3.106
H 2.292 -0.399 -4.152
H 2.245 -1.433 -2.740
H 4.069 0.944 -3.230
H 4.390 -0.572 -2.397
H 3.496 0.713 -1.580
C -2.272 -4.386 1.265
C -2.902 -4.008 -0.084
C -4.294 -4.674 -0.157
C -2.032 -4.623 -1.190
Si -3.136 -2.120 -0.281
Br -0.758 -1.405 -0.115
C -3.882 -1.156 1.196
C -5.401 -1.432 1.246
C -3.285 -1.605 2.534
C -3.693 0.364 1.081
C -3.460 -1.431 -2.044
C -4.913 -1.790 -2.427
C -3.326 0.097 -2.121
C -2.535 -2.029 -3.114
H -2.036 -5.453 1.242
H -2.947 -4.232 2.103
H -1.342 -3.850 1.461
H -4.163 -5.753 -0.038
H -4.789 -4.518 -1.114
H -4.964 -4.346 0.638
H -1.844 -5.667 -0.926
H -1.063 -4.133 -1.295
H -2.528 -4.630 -2.155
H -5.634 -2.486 1.389
H -5.919 -1.081 0.354
H -5.829 -0.892 2.095
H -3.610 -2.600 2.826
H -3.638 -0.919 3.311
H -2.196 -1.593 2.529
H -4.296 0.803 0.293
H -2.651 0.652 0.920
H -4.026 0.818 2.018
H -5.649 -1.348 -1.755
H -5.083 -2.866 -2.468
H -5.119 -1.398 -3.427
H -4.124 0.617 -1.599
H -3.397 0.388 -3.172
H -2.367 0.456 -1.737
H -2.747 -3.073 -3.320
H -1.477 -1.932 -2.865
H -2.708 -1.485 -4.046
S 5.968 3.705 2.707
C 4.636 2.751 2.043
C 4.783 1.373 1.903
C 3.729 0.627 1.422
N 2.564 1.180 1.063
C 2.417 2.508 1.188
C 3.415 3.318 1.679
C 5.990 5.038 1.518
C 5.300 6.218 1.756
C 5.358 7.215 0.789
N 6.045 7.099 -0.343
C 6.725 5.974 -0.541
C 6.734 4.913 0.356
H 5.715 0.888 2.161
H 3.819 -0.445 1.291
H 1.467 2.919 0.870
H 3.245 4.381 1.768
H 4.750 6.373 2.675
H 4.831 8.150 0.940
H 7.297 5.913 -1.460
H 7.312 4.022 0.152
N -0.422 -0.366 4.133
C 0.626 -0.903 3.530
O 1.023 -0.505 2.418
C 1.390 -1.967 4.253
I 0.308 -3.800 4.287
H -0.966 0.345 3.671
H -0.743 -0.716 5.022
H 1.564 -1.685 5.288
H 2.331 -2.140 3.745
*
```

# C28H50Cl2N4O7

A 5-piece molecular cluster, C28H50Cl2N4O7 overall (ωB97M-V/def2-TZVPD, the Open Molecules 2025 dataset).

As for the strongest force on any atom: 1.79 eV/A. The HOMO-LUMO gap comes out at 7.916 eV. The value obtained for the energy is -75182.087 eV. Its structure (SMILES) is O=C(Cl)Cc1ccc2c(c1)C(=O)C=C(Cl)C2=O.COC[C@@H](C)N.COC[C@@H](C)N.COC[C@@H](C)N.COC[C@@H](C)N.

Structure (ORCA input):
```
! wB97M-V def2-TZVPD RIJCOSX def2/J DEFGRID3
* xyz 0 1
O 3.110 4.814 3.119
C 2.825 3.869 2.442
Cl 1.124 3.497 2.047
C 3.885 2.924 1.872
C 4.295 1.884 2.907
C 3.559 1.636 4.029
C 3.945 0.716 4.982
C 5.115 0.056 4.756
C 5.883 0.292 3.627
C 5.478 1.199 2.698
C 7.185 -0.465 3.491
O 7.643 -0.821 2.431
C 7.886 -0.720 4.801
C 7.153 -0.933 5.878
Cl 7.885 -1.181 7.436
C 5.641 -0.949 5.753
O 4.942 -1.720 6.363
H 3.567 2.470 0.932
H 4.754 3.565 1.699
H 2.639 2.180 4.222
H 3.368 0.530 5.878
H 6.062 1.405 1.808
H 8.967 -0.693 4.888
C -4.908 4.174 -0.977
O -3.547 4.105 -1.358
C -2.693 5.024 -0.699
C -2.204 4.564 0.684
C -3.252 4.712 1.782
N -1.736 3.176 0.660
H -5.217 5.199 -0.753
H -5.104 3.528 -0.118
H -5.507 3.806 -1.812
H -1.818 5.122 -1.349
H -3.159 6.017 -0.650
H -1.358 5.204 0.957
H -4.028 3.949 1.718
H -2.786 4.612 2.762
H -3.731 5.693 1.739
H -0.976 3.100 -0.010
H -2.473 2.611 0.245
C -1.512 -2.948 -1.883
O -2.029 -1.820 -2.565
C -3.311 -1.396 -2.135
C -3.298 -0.488 -0.896
C -3.077 -1.242 0.413
N -2.290 0.571 -1.008
H -2.300 -3.656 -1.611
H -0.959 -2.643 -0.991
H -0.812 -3.449 -2.551
H -3.722 -0.817 -2.966
H -3.977 -2.258 -1.994
H -4.282 -0.014 -0.834
H -2.042 -1.557 0.539
H -3.322 -0.603 1.262
H -3.714 -2.127 0.468
H -2.494 1.131 -1.833
H -1.404 0.124 -1.232
C 3.901 -4.724 0.134
O 4.541 -3.652 0.800
C 4.501 -3.718 2.214
C 5.590 -4.601 2.845
C 5.299 -6.095 2.740
N 6.912 -4.333 2.271
H 3.017 -5.072 0.677
H 4.594 -5.554 -0.022
H 3.587 -4.366 -0.846
H 4.661 -2.691 2.556
H 3.500 -4.010 2.558
H 5.628 -4.353 3.911
H 5.465 -6.479 1.733
H 5.956 -6.654 3.407
H 4.268 -6.316 3.026
H 7.139 -3.355 2.424
H 6.825 -4.404 1.260
C -6.346 -1.189 -4.667
O -5.621 0.023 -4.551
C -4.931 0.416 -5.725
C -5.794 1.169 -6.750
C -6.712 0.259 -7.560
N -6.603 2.217 -6.119
H -5.838 -1.907 -5.317
H -7.358 -1.002 -5.032
H -6.430 -1.623 -3.670
H -4.145 1.096 -5.384
H -4.425 -0.445 -6.181
H -5.109 1.649 -7.455
H -7.568 -0.087 -6.981
H -7.106 0.795 -8.424
H -6.172 -0.616 -7.929
H -5.983 2.877 -5.656
H -7.114 1.786 -5.352
*
```

# C28H50Cl4O12S3

A 8-piece molecular cluster, C28H50Cl4O12S3 overall (ωB97M-V/def2-TZVPD, the Open Molecules 2025 dataset).

As for the strongest force on any atom: 1.85 eV/A. The HOMO-LUMO gap comes out at 9.910 eV. The energy above the lowest of the compared OMol25 structures with the same formula, charge and spin comes out at 56.3 kJ/mol. The value obtained for the energy is -137011.881 eV. Its structure (SMILES) is O=S1(=O)CCCC1.O=S1(=O)CCCC1.O=S1(=O)CCCC1.O=C1CCCO1.O=C1CCCO1.O=C1CCCO1.ClCCCl.ClCCCl.

Structure (ORCA input):
```
! wB97M-V def2-TZVPD RIJCOSX def2/J DEFGRID3
* xyz 0 1
O -21.285 9.434 14.051
S -22.637 9.936 14.174
O -23.463 10.192 13.023
C -23.629 8.918 15.367
C -23.664 9.694 16.698
C -23.810 11.132 16.201
C -22.665 11.417 15.250
H -23.232 7.903 15.359
H -24.666 8.830 15.040
H -24.509 9.374 17.305
H -22.786 9.431 17.291
H -23.771 11.842 17.032
H -24.779 11.296 15.725
H -21.798 11.368 15.910
H -22.741 12.321 14.656
O -21.639 1.978 7.220
S -20.549 1.485 8.029
O -19.831 0.289 7.639
C -19.325 2.821 8.296
C -19.104 3.020 9.803
C -19.738 1.818 10.525
C -21.016 1.462 9.765
H -19.709 3.671 7.734
H -18.436 2.491 7.755
H -18.079 3.248 10.073
H -19.752 3.877 10.010
H -19.966 2.065 11.560
H -19.062 0.962 10.460
H -21.689 2.322 9.809
H -21.494 0.502 9.943
O -20.935 9.926 6.180
S -19.664 10.290 6.763
O -19.110 9.536 7.874
C -18.524 10.281 5.386
C -17.641 11.508 5.471
C -18.634 12.622 5.926
C -19.561 12.128 7.016
H -19.135 10.351 4.484
H -18.041 9.310 5.269
H -16.859 11.472 6.229
H -17.287 11.838 4.499
H -19.246 12.861 5.052
H -18.146 13.537 6.261
H -20.573 12.526 6.971
H -19.221 12.284 8.040
O -16.531 5.821 11.528
C -17.056 6.903 11.478
C -18.533 7.212 11.503
C -18.548 8.716 11.584
C -17.199 9.182 11.038
O -16.360 8.001 11.182
H -18.898 6.774 10.571
H -18.959 6.703 12.366
H -19.421 9.210 11.162
H -18.556 8.981 12.647
H -17.312 9.426 9.980
H -16.726 10.010 11.553
O -25.084 13.190 7.194
C -25.597 12.464 7.987
C -25.645 10.949 7.956
C -25.909 10.647 9.422
C -26.816 11.782 9.812
O -26.181 12.913 9.130
H -26.510 10.723 7.321
H -24.766 10.481 7.530
H -26.390 9.687 9.638
H -24.958 10.611 9.954
H -27.824 11.660 9.406
H -26.912 12.114 10.842
O -22.107 5.042 10.485
C -22.229 6.197 10.203
C -23.128 7.200 10.911
C -23.155 8.340 9.900
C -21.954 8.116 8.960
O -21.554 6.774 9.198
H -24.058 6.664 11.073
H -22.671 7.441 11.871
H -24.085 8.301 9.328
H -23.160 9.281 10.449
H -22.259 8.307 7.933
H -21.122 8.770 9.221
Cl -24.624 5.352 4.099
C -24.668 5.015 5.846
C -24.260 6.247 6.632
Cl -25.471 7.532 6.560
H -23.969 4.204 6.054
H -25.633 4.632 6.173
H -23.293 6.655 6.351
H -24.136 5.886 7.659
Cl -28.842 3.330 12.589
C -28.561 5.023 12.279
C -27.265 5.231 11.516
Cl -26.782 6.917 11.387
H -28.551 5.624 13.188
H -29.361 5.451 11.673
H -27.325 4.833 10.505
H -26.451 4.694 12.005
*
```

# C28H50LaN8O11P3S

C28H50LaN8O11P3S as an isolated structure (ωB97M-V/def2-TZVPD, the Open Molecules 2025 dataset).

As for the strongest force on any atom: 2.55 eV/A. The HOMO-LUMO gap comes out at 6.685 eV. The energy above the lowest of the compared OMol25 structures with the same formula, charge and spin comes out at 170.0 kJ/mol. The value obtained for the energy is -103865.644 eV.

Structure (ORCA input):
```
! wB97M-V def2-TZVPD RIJCOSX def2/J DEFGRID3
* xyz -2 1
La -0.203 -0.245 -1.165
N 0.573 -3.017 -1.009
C 1.737 -2.993 -0.110
C 2.765 -2.006 -0.677
O 3.945 -2.385 -0.807
N 2.236 -0.841 -1.017
C 3.137 0.002 -1.780
C 2.422 1.084 -2.580
O 3.128 1.830 -3.266
O 1.137 1.138 -2.507
H 0.890 -3.223 -1.951
H -0.071 -3.746 -0.726
H 1.405 -2.677 0.881
H 2.228 -3.965 -0.018
H 3.888 0.482 -1.147
H 3.700 -0.605 -2.497
N -1.344 1.776 -5.955
C -0.356 1.579 -4.795
C 0.858 2.372 -5.219
P -0.333 -0.333 -4.794
O -2.011 -0.417 -4.761
O 0.063 -0.688 -6.182
O 0.139 -1.106 -3.608
P -1.170 2.185 -3.217
O -2.538 2.799 -4.041
O -0.601 3.350 -2.526
O -1.748 0.994 -2.468
H -0.844 1.513 -6.802
H -1.718 2.720 -5.949
H -2.093 1.069 -5.780
H 1.241 1.990 -6.171
H 1.662 2.327 -4.489
H 0.576 3.425 -5.333
H -2.236 -0.124 -3.844
H -2.955 3.349 -3.360
N 2.000 -7.342 2.467
C 0.995 -6.381 2.332
C -0.188 -6.687 1.658
C -1.166 -5.722 1.478
C -0.966 -4.436 1.958
C 0.198 -4.130 2.647
C 1.176 -5.092 2.830
S -2.206 -3.142 1.801
O -3.507 -3.774 1.854
O -1.910 -2.261 2.902
N -1.955 -2.293 0.431
C -2.372 -2.856 -0.719
N -2.669 -4.178 -0.783
C -3.218 -4.640 -1.888
C -3.504 -3.834 -2.974
C -3.040 -2.529 -2.876
N -2.434 -2.037 -1.808
H 1.692 -8.297 2.432
H 2.669 -7.158 3.196
H -0.329 -7.691 1.271
H -2.090 -5.941 0.968
H 0.310 -3.129 3.044
H 2.093 -4.845 3.352
H -3.421 -5.710 -1.900
H -3.997 -4.196 -3.864
H -3.151 -1.865 -3.722
C 2.502 1.033 2.257
C 1.997 2.409 1.795
C 2.579 3.487 2.709
C 2.530 2.621 0.371
P 0.073 2.235 1.681
N -0.461 1.290 0.604
C -0.499 1.667 3.442
C -2.009 1.934 3.511
C -0.346 0.143 3.477
C 0.184 2.286 4.660
C -0.577 4.048 1.484
C 0.232 4.678 0.343
C -0.494 4.967 2.703
C -2.024 3.944 0.975
H 3.584 0.961 2.102
H 2.028 0.246 1.669
H 2.313 0.862 3.317
H 3.668 3.360 2.742
H 2.201 3.421 3.730
H 2.379 4.488 2.325
H 3.521 2.173 0.274
H 2.626 3.671 0.103
H 1.872 2.147 -0.355
H -2.475 1.618 2.576
H -2.243 2.983 3.697
H -2.450 1.348 4.323
H -0.683 -0.281 2.534
H -0.971 -0.288 4.264
H 0.680 -0.177 3.655
H 0.164 3.377 4.636
H 1.222 1.961 4.749
H -0.338 1.962 5.568
H 1.233 4.966 0.663
H -0.272 5.588 -0.002
H 0.297 3.999 -0.506
H 0.527 5.033 3.083
H -1.145 4.642 3.515
H -0.808 5.976 2.411
H -2.088 3.111 0.271
H -2.298 4.865 0.448
H -2.746 3.792 1.776
*
```

Number 3 is which compound? C28H50Cl2N4O7